(one)
The following is a quantum chemistry calculation of a 8-piece molecular cluster, C48H120O32P8 overall, from OMol25.

Properties
* lowest unoccupied orbital energy: 0.60 eV
* SMILES: CCOP(=O)(OCC)OCC.CCOP(=O)(OCC)OCC.CCOP(=O)(OCC)OCC.CCOP(=O)(OCC)OCC.CCOP(=O)(OCC)OCC.CCOP(=O)(OCC)OCC.CCOP(=O)(OCC)OCC.CCOP(=O)(OCC)OCC
* HOMO-LUMO gap: 0.38774 hartree
* E_HOMO: -9.950 eV

Each atom is followed by the atoms it is bonded to, with distances in Å.
Atoms and positions in Å:
1 C -2.386 20.646 -9.240  C2 1.502, H12 1.087, H13 1.101, H14 1.092
2 C -2.198 21.787 -8.282  C1 1.502, O3 1.450, H15 1.094, H16 1.096
3 O -1.744 21.197 -7.038  C2 1.450, P4 1.623
4 P -2.501 21.614 -5.665  O3 1.623, O5 1.473, O6 1.614, O9 1.619
5 O -2.838 23.043 -5.540  P4 1.473
6 O -1.444 21.067 -4.574  P4 1.614, C7 1.431
7 C -0.309 21.901 -4.322  O6 1.431, C8 1.545, H17 1.096, H18 1.087
8 C 0.662 22.275 -5.464  C7 1.545, H19 1.089, H20 1.090, H21 1.087
9 O -3.755 20.595 -5.577  P4 1.619, C10 1.424
10 C -5.004 20.899 -6.190  O9 1.424, C11 1.528, H22 1.092, H23 1.091
11 C -5.932 19.742 -5.822  C10 1.528, H24 1.091, H25 1.091, H26 1.089
12 H -1.690 19.819 -9.135  C1 1.087
13 H -3.328 20.127 -9.006  C1 1.101
14 H -2.675 20.952 -10.249  C1 1.092
15 H -1.469 22.585 -8.455  C2 1.094
16 H -3.101 22.392 -8.141  C2 1.096
17 H -0.767 22.854 -4.035  C7 1.096
18 H 0.308 21.587 -3.484  C7 1.087
19 H 1.648 21.927 -5.163  C8 1.089
20 H 0.396 21.768 -6.392  C8 1.090
21 H 0.656 23.336 -5.704  C8 1.087
22 H -5.403 21.821 -5.762  C10 1.092
23 H -4.889 20.963 -7.272  C10 1.091
24 H -5.594 18.861 -6.371  C11 1.091
25 H -5.840 19.501 -4.762  C11 1.091
26 H -6.996 19.890 -5.998  C11 1.089
27 C -1.576 9.556 7.444  C28 1.527, H38 1.094, H39 1.089, H40 1.092
28 C -0.120 10.007 7.534  C27 1.527, O29 1.426, H41 1.091, H42 1.087
29 O 0.375 10.358 6.244  C28 1.426, P30 1.599
30 P 0.021 11.761 5.564  O29 1.599, O31 1.489, O32 1.590, O35 1.590
31 O -0.495 12.765 6.535  P30 1.489
32 O 1.356 12.227 4.836  P30 1.590, C33 1.420
33 C 2.671 11.992 5.316  O32 1.420, C34 1.513, H43 1.095, H44 1.094
34 C 3.583 13.103 4.843  C33 1.513, H45 1.097, H46 1.092, H47 1.086
35 O -0.982 11.468 4.365  P30 1.590, C36 1.430
36 C -1.010 10.266 3.590  O35 1.430, C37 1.549, H48 1.092, H49 1.092
37 C -2.338 10.302 2.795  C36 1.549, H50 1.091, H51 1.094, H52 1.082
38 H -1.910 9.443 8.479  C27 1.094
39 H -2.234 10.259 6.933  C27 1.089
40 H -1.685 8.573 6.983  C27 1.092
41 H -0.127 10.908 8.151  C28 1.091
42 H 0.452 9.181 7.948  C28 1.087
43 H 2.787 12.010 6.405  C33 1.095
44 H 2.942 10.976 5.017  C33 1.094
45 H 4.008 13.590 5.728  C34 1.097
46 H 4.482 12.693 4.379  C34 1.092
47 H 3.208 13.958 4.288  C34 1.086
48 H -0.119 10.238 2.958  C36 1.092
49 H -0.961 9.373 4.217  C36 1.092
50 H -2.098 10.732 1.822  C37 1.091
51 H -2.549 9.275 2.482  C37 1.094
52 H -3.135 10.740 3.381  C37 1.082
53 C 8.179 10.607 -0.338  C54 1.516, H64 1.096, H65 1.089, H66 1.090
54 C 7.235 11.793 -0.303  C53 1.516, O55 1.440, H67 1.092, H68 1.089
55 O 6.247 11.582 0.722  C54 1.440, P56 1.589
56 P 4.866 12.369 0.675  O55 1.589, O57 1.474, O58 1.616, O61 1.581
57 O 4.601 12.957 -0.651  P56 1.474
58 O 3.837 11.298 1.313  P56 1.616, C59 1.434
59 C 2.490 11.734 1.535  O58 1.434, C60 1.537, H69 1.090, H70 1.091
60 C 1.633 11.375 0.310  C59 1.537, H71 1.093, H72 1.085, H73 1.098
61 O 4.931 13.442 1.835  P56 1.581, C62 1.435
62 C 5.755 14.616 1.807  O61 1.435, C63 1.511, H74 1.098, H75 1.090
63 C 5.668 15.222 3.189  C62 1.511, H76 1.092, H77 1.092, H78 1.089
64 H 7.684 9.691 0.002  C53 1.096
65 H 8.448 10.378 -1.368  C53 1.089
66 H 9.012 10.610 0.366  C53 1.090
67 H 7.731 12.738 -0.070  C54 1.092
68 H 6.710 11.902 -1.252  C54 1.089
69 H 2.032 11.206 2.371  C59 1.090
70 H 2.412 12.792 1.789  C59 1.091
71 H 0.634 11.817 0.347  C60 1.093
72 H 2.188 11.424 -0.621  C60 1.085
73 H 1.307 10.338 0.471  C60 1.098
74 H 6.790 14.272 1.674  C62 1.098
75 H 5.540 15.183 0.901  C62 1.090
76 H 5.981 14.551 3.992  C63 1.092
77 H 6.363 16.058 3.287  C63 1.092
78 H 4.648 15.475 3.478  C63 1.089
79 C -4.072 20.283 -1.796  C80 1.507, H90 1.097, H91 1.093, H92 1.088
80 C -5.274 20.832 -1.070  C79 1.507, O81 1.444, H93 1.089, H94 1.091
81 O -5.230 22.266 -0.913  C80 1.444, P82 1.626
82 P -3.956 23.049 -0.274  O81 1.626, O83 1.469, O84 1.600, O87 1.604
83 O -2.820 22.202 0.113  P82 1.469
84 O -3.650 24.138 -1.404  P82 1.600, C85 1.405
85 C -2.305 24.413 -1.706  O84 1.405, C86 1.556, H95 1.092, H96 1.095
86 C -1.778 25.710 -1.025  C85 1.556, H97 1.088, H98 1.093, H99 1.087
87 O -4.621 23.892 0.918  P82 1.604, C88 1.449
88 C -5.100 23.187 2.090  O87 1.449, C89 1.509, H100 1.092, H101 1.092
89 C -4.257 22.052 2.618  C88 1.509, H102 1.092, H103 1.088, H104 1.092
90 H -4.259 19.363 -2.364  C79 1.097
91 H -3.779 20.921 -2.634  C79 1.093
92 H -3.182 20.043 -1.220  C79 1.088
93 H -6.161 20.675 -1.682  C80 1.089
94 H -5.405 20.451 -0.057  C80 1.091
95 H -1.609 23.580 -1.584  C85 1.092
96 H -2.112 24.640 -2.759  C85 1.095
97 H -1.567 25.548 0.030  C86 1.088
98 H -0.823 25.923 -1.514  C86 1.093
99 H -2.457 26.505 -1.320  C86 1.087
100 H -5.118 23.967 2.855  C88 1.092
101 H -6.153 22.952 1.919  C88 1.092
102 H -4.182 21.192 1.948  C89 1.092
103 H -3.253 22.396 2.856  C89 1.088
104 H -4.699 21.555 3.485  C89 1.092
105 C 0.764 16.664 -2.157  C106 1.516, H116 1.091, H117 1.093, H118 1.094
106 C 1.431 15.995 -0.971  C105 1.516, O107 1.445, H119 1.091, H120 1.087
107 O 0.671 16.015 0.257  C106 1.445, P108 1.585
108 P -0.804 15.436 0.242  O107 1.585, O109 1.468, O110 1.589, O113 1.630
109 O -1.035 14.215 -0.538  P108 1.468
110 O -1.608 16.765 -0.093  P108 1.589, C111 1.427
111 C -3.026 16.803 -0.255  O110 1.427, C112 1.538, H121 1.088, H122 1.092
112 C -3.674 17.676 0.832  C111 1.538, H123 1.090, H124 1.090, H125 1.091
113 O -1.096 15.256 1.835  P108 1.630, C114 1.452
114 C -2.125 14.269 2.106  O113 1.452, C115 1.518, H126 1.094, H127 1.087
115 C -2.438 14.330 3.591  C114 1.518, H128 1.094, H129 1.088, H130 1.093
116 H 1.252 16.480 -3.116  C105 1.091
117 H -0.262 16.307 -2.277  C105 1.093
118 H 0.667 17.753 -2.129  C105 1.094
119 H 1.487 14.929 -1.201  C106 1.091
120 H 2.424 16.428 -0.881  C106 1.087
121 H -3.264 17.077 -1.281  C111 1.088
122 H -3.441 15.805 -0.099  C111 1.092
123 H -3.281 17.418 1.816  C112 1.090
124 H -3.505 18.739 0.661  C112 1.090
125 H -4.752 17.516 0.882  C112 1.091
126 H -3.119 14.522 1.729  C114 1.094
127 H -1.631 13.353 1.792  C114 1.087
128 H -1.566 14.249 4.246  C115 1.094
129 H -2.971 15.233 3.883  C115 1.088
130 H -2.976 13.408 3.829  C115 1.093
131 C 1.310 21.941 -0.752  C132 1.553, H142 1.085, H143 1.095, H144 1.089
132 C 0.136 21.116 -0.155  C131 1.553, O133 1.419, H145 1.097, H146 1.088
133 O 0.646 20.131 0.729  C132 1.419, P134 1.597
134 P 0.399 20.319 2.296  O133 1.597, O135 1.475, O136 1.620, O139 1.594
135 O -1.006 20.340 2.746  P134 1.475
136 O 1.283 19.124 2.941  P134 1.620, C137 1.420
137 C 0.796 17.793 2.838  O136 1.420, C138 1.500, H147 1.100, H148 1.103
138 C 2.007 16.907 2.828  C137 1.500, H149 1.088, H150 1.096, H151 1.092
139 O 1.403 21.522 2.589  P134 1.594, C140 1.426
140 C 2.027 21.727 3.855  O139 1.426, C141 1.517, H152 1.092, H153 1.093
141 C 3.480 22.060 3.575  C140 1.517, H154 1.089, H155 1.092, H156 1.090
142 H 1.871 22.272 0.116  C131 1.085
143 H 1.873 21.229 -1.365  C131 1.095
144 H 0.980 22.690 -1.470  C131 1.089
145 H -0.393 21.895 0.408  C132 1.097
146 H -0.579 20.726 -0.877  C132 1.088
147 H -0.101 17.559 3.428  C137 1.100
148 H 0.174 17.666 1.936  C137 1.103
149 H 2.696 17.046 1.997  C138 1.088
150 H 2.570 17.110 3.747  C138 1.096
151 H 1.791 15.839 2.906  C138 1.092
152 H 1.563 22.515 4.453  C140 1.092
153 H 1.960 20.836 4.484  C140 1.093
154 H 4.142 21.988 4.437  C141 1.089
155 H 3.966 21.303 2.955  C141 1.092
156 H 3.368 23.037 3.105  C141 1.090
157 C -1.296 27.033 8.332  C158 1.533, H168 1.089, H169 1.092, H170 1.088
158 C -2.021 26.429 7.125  C157 1.533, O159 1.398, H171 1.100, H172 1.097
159 O -1.191 25.855 6.157  C158 1.398, P160 1.608
160 P -1.670 24.549 5.350  O159 1.608, O161 1.466, O162 1.583, O165 1.593
161 O -3.021 24.674 4.796  P160 1.466
162 O -0.496 24.388 4.301  P160 1.583, C163 1.431
163 C -0.501 25.033 3.024  O162 1.431, C164 1.513, H173 1.091, H174 1.096
164 C 0.810 24.903 2.279  C163 1.513, H175 1.090, H176 1.088, H177 1.090
165 O -1.430 23.369 6.392  P160 1.593, C166 1.433
166 C -1.703 22.035 5.946  O165 1.433, C167 1.517, H178 1.090, H179 1.094
167 C -3.153 21.634 6.146  C166 1.517, H180 1.093, H181 1.088, H182 1.094
168 H -0.551 27.787 8.082  C157 1.089
169 H -2.076 27.586 8.860  C157 1.092
170 H -0.919 26.228 8.959  C157 1.088
171 H -2.696 25.649 7.507  C158 1.100
172 H -2.737 27.179 6.764  C158 1.097
173 H -1.416 24.817 2.471  C163 1.091
174 H -0.576 26.112 3.199  C163 1.096
175 H 0.577 25.064 1.227  C164 1.090
176 H 1.472 25.630 2.745  C164 1.088
177 H 1.304 23.932 2.313  C164 1.090
178 H -1.286 21.841 4.958  C166 1.090
179 H -1.208 21.412 6.697  C166 1.094
180 H -3.368 20.658 5.704  C167 1.093
181 H -3.496 21.624 7.178  C167 1.088
182 H -3.825 22.262 5.554  C167 1.094
183 C 9.556 16.884 10.014  C184 1.508, H194 1.089, H195 1.088, H196 1.091
184 C 8.631 17.900 9.395  C183 1.508, O185 1.455, H197 1.087, H198 1.093
185 O 7.289 17.341 9.466  C184 1.455, P186 1.584
186 P 6.345 17.356 8.195  O185 1.584, O187 1.477, O188 1.605, O191 1.606
187 O 4.963 16.843 8.292  P186 1.477
188 O 6.424 18.870 7.668  P186 1.605, C189 1.433
189 C 5.291 19.730 7.843  O188 1.433, C190 1.546, H199 1.094, H200 1.092
190 C 4.894 20.203 6.426  C189 1.546, H201 1.086, H202 1.091, H203 1.090
191 O 7.193 16.548 7.096  P186 1.606, C192 1.417
192 C 7.421 15.163 7.294  O191 1.417, C193 1.534, H204 1.095, H205 1.096
193 C 8.587 14.749 6.387  C192 1.534, H206 1.088, H207 1.088, H208 1.090
194 H 9.337 15.930 9.537  C183 1.089
195 H 10.616 17.098 9.893  C183 1.088
196 H 9.307 16.845 11.076  C183 1.091
197 H 8.644 18.892 9.842  C184 1.087
198 H 8.848 17.985 8.327  C184 1.093
199 H 4.401 19.311 8.321  C189 1.094
200 H 5.525 20.489 8.591  C189 1.092
201 H 4.626 19.384 5.764  C190 1.086
202 H 4.058 20.902 6.478  C190 1.091
203 H 5.772 20.756 6.092  C190 1.090
204 H 7.586 14.856 8.333  C192 1.095
205 H 6.581 14.497 7.067  C192 1.096
206 H 8.292 14.995 5.369  C193 1.088
207 H 9.477 15.289 6.700  C193 1.088
208 H 8.676 13.670 6.518  C193 1.090

=====

(two)
The following is a quantum chemistry calculation of a 8-piece molecular cluster, C48H120O32P8 overall, from OMol25.

Properties
* lowest unoccupied orbital energy: 0.36 eV
* SMILES: CCOP(=O)(OCC)OCC.CCOP(=O)(OCC)OCC.CCOP(=O)(OCC)OCC.CCOP(=O)(OCC)OCC.CCOP(=O)(OCC)OCC.CCOP(=O)(OCC)OCC.CCOP(=O)(OCC)OCC.CCOP(=O)(OCC)OCC
* HOMO-LUMO gap: 0.38933 hartree
* E_HOMO: -10.233 eV

Each atom is followed by the atoms it is bonded to, with distances in Å.
Atoms and positions in Å:
1 C -2.747 9.022 4.242  C2 1.590, H12 1.090, H13 1.090, H14 1.090
2 C -1.899 7.710 3.948  C1 1.590, O3 1.389, H15 1.090, H16 1.090
3 O -0.783 7.435 4.728  C2 1.389, P4 1.644
4 P -0.974 6.221 5.821  O3 1.644, O5 1.464, O6 1.669, O9 1.669
5 O -2.113 6.255 6.741  P4 1.464
6 O 0.521 6.065 6.545  P4 1.669, C7 1.386
7 C 0.514 5.795 7.905  O6 1.386, C8 1.536, H17 1.090, H18 1.090
8 C 1.880 6.235 8.454  C7 1.536, H19 1.090, H20 1.090, H21 1.090
9 O -0.920 4.879 4.830  P4 1.669, C10 1.419
10 C -1.422 3.632 5.285  O9 1.419, C11 1.461, H22 1.090, H23 1.090
11 C -2.701 3.556 4.583  C10 1.461, H24 1.090, H25 1.090, H26 1.090
12 H -2.095 9.871 4.444  C1 1.090
13 H -3.475 9.222 3.455  C1 1.090
14 H -3.272 8.747 5.157  C1 1.090
15 H -2.464 6.785 3.829  C2 1.090
16 H -1.412 7.887 2.989  C2 1.090
17 H -0.348 6.295 8.346  C7 1.090
18 H 0.482 4.710 7.998  C7 1.090
19 H 1.741 6.648 9.454  C8 1.090
20 H 2.615 5.431 8.440  C8 1.090
21 H 2.351 7.078 7.948  C8 1.090
22 H -0.757 2.770 5.335  C10 1.090
23 H -1.611 3.644 6.358  C10 1.090
24 H -3.396 4.363 4.815  C11 1.090
25 H -2.589 3.179 3.566  C11 1.090
26 H -3.226 2.757 5.107  C11 1.090
27 C -4.820 5.513 0.081  C28 1.585, H38 1.090, H39 1.090, H40 1.090
28 C -5.999 4.526 -0.303  C27 1.585, O29 1.402, H41 1.090, H42 1.090
29 O -5.319 3.326 -0.551  C28 1.402, P30 1.639
30 P -6.243 2.018 -0.904  O29 1.639, O31 1.453, O32 1.654, O35 1.671
31 O -6.809 1.898 -2.237  P30 1.453
32 O -5.298 0.793 -0.321  P30 1.654, C33 1.430
33 C -5.169 -0.548 -0.799  O32 1.430, C34 1.582, H43 1.090, H44 1.090
34 C -3.620 -0.853 -0.899  C33 1.582, H45 1.090, H46 1.090, H47 1.090
35 O -7.423 2.120 0.275  P30 1.671, C36 1.432
36 C -7.272 2.121 1.698  O35 1.432, C37 1.541, H48 1.090, H49 1.090
37 C -8.202 0.979 2.156  C36 1.541, H50 1.090, H51 1.090, H52 1.090
38 H -5.090 6.548 0.290  C27 1.090
39 H -4.285 4.986 0.871  C27 1.090
40 H -4.088 5.517 -0.727  C27 1.090
41 H -6.724 4.405 0.503  C28 1.090
42 H -6.413 4.945 -1.220  C28 1.090
43 H -5.495 -1.365 -0.156  C33 1.090
44 H -5.676 -0.832 -1.721  C33 1.090
45 H -3.017 -0.739 0.002  C34 1.090
46 H -3.516 -1.902 -1.176  C34 1.090
47 H -3.080 -0.317 -1.679  C34 1.090
48 H -6.191 2.113 1.837  C36 1.090
49 H -7.718 3.082 1.954  C36 1.090
50 H -7.824 0.721 3.146  C37 1.090
51 H -9.273 1.140 2.277  C37 1.090
52 H -8.120 0.162 1.440  C37 1.090
53 C -1.382 -6.732 8.597  C54 1.530, H64 1.090, H65 1.090, H66 1.090
54 C -0.167 -5.854 8.899  C53 1.530, O55 1.452, H67 1.090, H68 1.090
55 O 0.239 -5.223 7.655  C54 1.452, P56 1.608
56 P 0.526 -3.649 7.817  O55 1.608, O57 1.540, O58 1.647, O61 1.626
57 O -0.720 -2.817 8.176  P56 1.540
58 O 1.797 -3.537 8.858  P56 1.647, C59 1.358
59 C 1.687 -2.860 10.030  O58 1.358, C60 1.474, H69 1.090, H70 1.090
60 C 2.727 -1.929 10.505  C59 1.474, H71 1.090, H72 1.090, H73 1.090
61 O 1.199 -3.540 6.340  P56 1.626, C62 1.417
62 C 0.570 -4.014 5.162  O61 1.417, C63 1.555, H74 1.090, H75 1.090
63 C -0.902 -3.625 4.848  C62 1.555, H76 1.090, H77 1.090, H78 1.090
64 H -2.135 -5.977 8.373  C53 1.090
65 H -1.241 -7.447 7.786  C53 1.090
66 H -1.668 -7.377 9.429  C53 1.090
67 H -0.557 -5.278 9.738  C54 1.090
68 H 0.448 -6.591 9.415  C54 1.090
69 H 0.914 -2.098 9.932  C59 1.090
70 H 1.420 -3.603 10.781  C59 1.090
71 H 2.384 -1.470 11.432  C60 1.090
72 H 3.696 -2.331 10.801  C60 1.090
73 H 2.889 -1.075 9.847  C60 1.090
74 H 1.219 -3.743 4.329  C62 1.090
75 H 0.696 -5.087 5.305  C62 1.090
76 H -1.025 -2.544 4.778  C63 1.090
77 H -0.994 -4.083 3.863  C63 1.090
78 H -1.659 -4.140 5.440  C63 1.090
79 C 8.764 -5.519 0.902  C80 1.519, H90 1.090, H91 1.090, H92 1.090
80 C 9.121 -4.137 0.384  C79 1.519, O81 1.395, H93 1.090, H94 1.090
81 O 8.450 -3.638 -0.733  C80 1.395, P82 1.677
82 P 8.769 -4.318 -2.232  O81 1.677, O83 1.492, O84 1.599, O87 1.699
83 O 9.957 -5.208 -2.383  P82 1.492
84 O 7.430 -5.070 -2.679  P82 1.599, C85 1.439
85 C 6.135 -4.447 -2.615  O84 1.439, C86 1.569, H95 1.090, H96 1.090
86 C 5.251 -5.134 -3.714  C85 1.569, H97 1.090, H98 1.090, H99 1.090
87 O 8.661 -2.939 -3.218  P82 1.699, C88 1.380
88 C 9.831 -2.276 -3.527  O87 1.380, C89 1.488, H100 1.090, H101 1.090
89 C 10.199 -2.888 -4.832  C88 1.488, H102 1.090, H103 1.090, H104 1.090
90 H 7.737 -5.867 0.790  C79 1.090
91 H 9.454 -6.196 0.398  C79 1.090
92 H 9.011 -5.452 1.961  C79 1.090
93 H 8.795 -3.518 1.220  C80 1.090
94 H 10.186 -3.911 0.433  C80 1.090
95 H 5.781 -4.635 -1.601  C85 1.090
96 H 6.235 -3.362 -2.647  C85 1.090
97 H 5.875 -5.397 -4.568  C86 1.090
98 H 5.004 -6.127 -3.339  C86 1.090
99 H 4.284 -4.720 -3.998  C86 1.090
100 H 9.684 -1.199 -3.454  C88 1.090
101 H 10.677 -2.383 -2.847  C88 1.090
102 H 9.603 -2.610 -5.702  C89 1.090
103 H 11.161 -2.452 -5.101  C89 1.090
104 H 10.396 -3.958 -4.773  C89 1.090
105 C 1.102 5.230 -8.005  C106 1.488, H116 1.090, H117 1.090, H118 1.090
106 C -0.055 4.699 -8.777  C105 1.488, O107 1.442, H119 1.090, H120 1.090
107 O -0.820 3.786 -7.965  C106 1.442, P108 1.623
108 P -0.662 2.176 -7.834  O107 1.623, O109 1.513, O110 1.673, O113 1.586
109 O -1.758 1.674 -6.919  P108 1.513
110 O 0.890 2.064 -7.222  P108 1.673, C111 1.429
111 C 1.019 1.697 -5.847  O110 1.429, C112 1.531, H121 1.090, H122 1.090
112 C 1.562 0.269 -5.754  C111 1.531, H123 1.090, H124 1.090, H125 1.090
113 O -0.694 1.577 -9.303  P108 1.586, C114 1.415
114 C 0.422 0.879 -9.820  O113 1.415, C115 1.507, H126 1.090, H127 1.090
115 C 0.310 1.048 -11.313  C114 1.507, H128 1.090, H129 1.090, H130 1.090
116 H 1.554 6.122 -8.439  C105 1.090
117 H 0.939 5.331 -6.933  C105 1.090
118 H 1.970 4.587 -8.154  C105 1.090
119 H -0.776 5.486 -8.998  C106 1.090
120 H 0.186 4.147 -9.685  C106 1.090
121 H 1.677 2.437 -5.391  C111 1.090
122 H 0.118 1.798 -5.242  C111 1.090
123 H 0.692 -0.372 -5.607  C112 1.090
124 H 1.903 -0.246 -6.652  C112 1.090
125 H 2.285 -0.017 -4.989  C112 1.090
126 H 1.292 1.443 -9.485  C114 1.090
127 H 0.619 -0.161 -9.560  C114 1.090
128 H -0.692 0.907 -11.718  C115 1.090
129 H 0.460 2.082 -11.624  C115 1.090
130 H 0.950 0.445 -11.958  C115 1.090
131 C -2.301 2.331 -2.157  C132 1.598, H142 1.090, H143 1.090, H144 1.090
132 C -0.908 1.780 -2.711  C131 1.598, O133 1.420, H145 1.090, H146 1.090
133 O -0.250 1.217 -1.585  C132 1.420, P134 1.689
134 P -0.004 -0.445 -1.416  O133 1.689, O135 1.491, O136 1.593, O139 1.642
135 O -0.655 -1.415 -2.342  P134 1.491
136 O 1.584 -0.547 -1.323  P134 1.593, C137 1.370
137 C 2.178 -1.732 -0.979  O136 1.370, C138 1.508, H147 1.090, H148 1.090
138 C 2.915 -2.224 -2.199  C137 1.508, H149 1.090, H150 1.090, H151 1.090
139 O -0.412 -0.686 0.156  P134 1.642, C140 1.408
140 C 0.160 0.160 1.126  O139 1.408, C141 1.616, H152 1.090, H153 1.090
141 C -0.615 -0.101 2.520  C140 1.616, H154 1.090, H155 1.090, H156 1.090
142 H -2.648 1.659 -1.371  C131 1.090
143 H -2.177 3.322 -1.720  C131 1.090
144 H -3.139 2.379 -2.853  C131 1.090
145 H -1.168 1.101 -3.523  C132 1.090
146 H -0.249 2.508 -3.184  C132 1.090
147 H 2.900 -1.621 -0.170  C137 1.090
148 H 1.647 -2.468 -0.376  C137 1.090
149 H 2.257 -2.242 -3.068  C138 1.090
150 H 3.671 -1.501 -2.506  C138 1.090
151 H 3.431 -3.180 -2.110  C138 1.090
152 H 1.242 0.145 1.255  C140 1.090
153 H -0.044 1.145 0.707  C140 1.090
154 H -1.682 -0.322 2.554  C141 1.090
155 H -0.062 -0.876 3.051  C141 1.090
156 H -0.453 0.754 3.177  C141 1.090
157 C 1.712 -9.643 -0.722  C158 1.523, H168 1.090, H169 1.090, H170 1.090
158 C 2.130 -10.039 0.688  C157 1.523, O159 1.352, H171 1.090, H172 1.090
159 O 1.751 -8.966 1.419  C158 1.352, P160 1.599
160 P 2.600 -8.351 2.626  O159 1.599, O161 1.512, O162 1.642, O165 1.571
161 O 3.777 -9.231 2.982  P160 1.512
162 O 2.963 -6.796 2.242  P160 1.642, C163 1.438
163 C 3.112 -6.252 0.918  O162 1.438, C164 1.588, H173 1.090, H174 1.090
164 C 4.122 -5.026 0.965  C163 1.588, H175 1.090, H176 1.090, H177 1.090
165 O 1.587 -8.246 3.822  P160 1.571, C166 1.470
166 C 1.226 -9.577 4.330  O165 1.470, C167 1.555, H178 1.090, H179 1.090
167 C 0.348 -9.353 5.594  C166 1.555, H180 1.090, H181 1.090, H182 1.090
168 H 2.260 -8.744 -1.006  C157 1.090
169 H 1.965 -10.438 -1.423  C157 1.090
170 H 0.631 -9.506 -0.755  C157 1.090
171 H 1.731 -11.009 0.984  C158 1.090
172 H 3.207 -10.137 0.556  C158 1.090
173 H 3.431 -7.075 0.280  C163 1.090
174 H 2.158 -5.878 0.548  C163 1.090
175 H 4.272 -4.521 0.011  C164 1.090
176 H 3.812 -4.444 1.833  C164 1.090
177 H 5.159 -5.332 1.101  C164 1.090
178 H 0.876 -10.320 3.613  C166 1.090
179 H 2.104 -10.060 4.759  C166 1.090
180 H -0.625 -8.946 5.319  C167 1.090
181 H 0.322 -10.351 6.031  C167 1.090
182 H 0.813 -8.676 6.311  C167 1.090
183 C -7.087 4.943 -5.888  C184 1.465, H194 1.090, H195 1.090, H196 1.090
184 C -5.627 4.947 -5.768  C183 1.465, O185 1.362, H197 1.090, H198 1.090
185 O -5.379 5.367 -4.495  C184 1.362, P186 1.603
186 P -4.346 6.553 -4.183  O185 1.603, O187 1.509, O188 1.656, O191 1.639
187 O -4.098 6.854 -2.726  P186 1.509
188 O -2.922 6.234 -4.966  P186 1.656, C189 1.398
189 C -2.139 5.141 -4.583  O188 1.398, C190 1.467, H199 1.090, H200 1.090
190 C -0.920 5.788 -4.084  C189 1.467, H201 1.090, H202 1.090, H203 1.090
191 O -4.971 7.783 -5.069  P186 1.639, C192 1.338
192 C -5.692 8.785 -4.552  O191 1.338, C193 1.560, H204 1.090, H205 1.090
193 C -7.167 8.428 -4.189  C192 1.560, H206 1.090, H207 1.090, H208 1.090
194 H -7.441 4.128 -5.256  C183 1.090
195 H -7.560 5.884 -5.607  C183 1.090
196 H -7.340 4.608 -6.894  C183 1.090
197 H -5.311 3.926 -5.981  C184 1.090
198 H -5.121 5.707 -6.364  C184 1.090
199 H -2.678 4.565 -3.830  C189 1.090
200 H -2.044 4.493 -5.453  C189 1.090
201 H -0.885 6.566 -3.322  C190 1.090
202 H -0.208 4.989 -3.877  C190 1.090
203 H -0.594 6.407 -4.920  C190 1.090
204 H -5.205 9.414 -3.807  C192 1.090
205 H -5.708 9.615 -5.258  C192 1.090
206 H -7.724 9.114 -3.551  C193 1.090
207 H -7.460 8.175 -5.208  C193 1.090
208 H -7.160 7.710 -3.369  C193 1.090

=====

Most stable pick: (one). Distance to second place: 7.684 eV.